No. 1
130
Properties=species:S:1:pos:R:3:forces:R:3 method="wB97M-V/def2-TZVPD" orbital_gap_ev=7.55 e_lumo_ev=-1.94 charge=+1 largest_force_ev_per_a=1.773
Br 4.205 -0.053 -4.200 -0.02 -0.03 0.40
Br -2.345 -3.765 -2.808 -0.22 0.01 0.09
Br -3.322 -6.677 -1.007 0.25 -0.26 0.37
Br 0.373 -5.742 -4.173 -0.03 0.11 -0.22
Br -2.494 -8.576 1.411 0.23 0.24 -0.05
Br -0.309 -2.940 -5.539 0.31 -0.31 -0.43
Br 2.575 -4.281 -5.879 -0.14 -0.01 -0.30
Br 6.500 0.276 -6.288 -0.04 -0.35 0.35
Br -1.062 -5.711 1.012 0.07 -0.03 0.11
Br -5.411 -4.600 -3.296 0.29 0.03 0.29
Br -4.548 -1.569 -3.266 -0.08 -0.03 0.16
Br 7.341 0.117 -3.242 -0.55 -0.02 0.04
O -1.930 4.827 -0.321 -0.02 -0.09 0.22
O -2.155 10.340 -0.013 -0.01 -0.18 -0.03
O -0.397 3.042 1.212 -0.15 0.19 0.15
O 2.895 -3.271 1.959 -0.02 -0.07 -0.16
O 4.757 1.809 -0.204 0.57 0.53 -0.60
O 5.957 -4.367 -2.244 -0.43 0.21 0.27
O -4.348 3.770 -0.853 0.15 0.31 0.01
O -4.792 2.484 3.743 -0.39 -0.26 -0.13
O -2.966 -1.652 0.525 -0.03 -0.10 0.28
O 0.163 0.325 4.414 0.30 0.04 0.01
N -0.325 -1.420 5.782 0.20 0.95 0.04
N -0.766 0.723 6.485 0.28 -1.15 -0.04
N 2.972 -1.701 3.613 0.19 -0.85 -0.77
N -6.078 3.768 0.603 0.28 -0.20 -0.12
N 7.729 -5.549 -1.526 0.34 -0.18 0.05
N 1.255 -1.363 -1.187 0.52 0.18 -1.61
N 6.324 -4.562 0.015 -0.49 0.07 -1.03
N -6.282 4.851 -1.426 0.88 -0.38 0.66
N 4.618 -3.296 3.468 0.22 0.25 0.36
C -0.360 -2.374 2.189 0.02 -0.24 1.23
C -2.760 6.939 -1.160 0.36 -0.28 -0.25
C -2.864 0.582 1.306 -0.38 -0.34 0.17
C 1.475 3.353 -0.279 0.31 0.39 0.19
C 2.920 1.571 1.330 -0.97 0.35 -0.70
C -3.355 1.620 2.077 0.59 0.23 -0.18
C -1.318 6.850 0.757 -0.58 -0.49 0.49
C -1.219 1.389 -2.433 0.38 -0.06 0.37
C 0.898 2.834 0.874 -0.12 -0.68 -0.42
C 3.462 -2.425 -1.198 0.19 -0.86 -0.02
C 1.460 -2.183 -2.469 -0.10 0.25 0.76
C -0.239 -0.075 5.494 -0.66 0.02 -0.32
C -0.710 -0.020 -2.071 -1.20 -0.23 0.06
C -5.495 4.105 -0.572 -0.68 -0.01 0.10
C -1.385 8.228 0.885 0.17 0.42 -0.53
C 6.624 -4.780 -1.311 0.73 -0.45 -0.12
C 0.693 -4.604 -5.727 -0.24 0.24 0.84
C 1.610 1.921 1.636 0.29 -0.64 0.49
C 3.448 -2.807 2.941 0.10 0.36 0.54
C -2.684 8.318 -1.137 -0.47 0.53 0.40
C -2.061 8.970 -0.079 0.06 -0.32 0.05
C -3.427 -0.688 1.404 -0.28 0.26 -0.73
C 0.672 -0.012 -1.467 -0.13 0.29 0.30
C 0.206 -1.474 1.117 0.09 0.31 -0.77
C -4.997 0.169 2.992 -0.31 0.42 0.75
C -2.035 6.195 -0.235 0.27 0.40 -0.11
C -2.739 1.478 -2.458 -0.05 0.50 0.70
C 6.035 -0.486 -4.544 0.86 0.43 -0.66
C -4.526 -0.887 2.223 -0.07 0.21 0.12
C 2.478 -3.219 -2.056 0.75 -0.13 -1.60
C -4.414 1.428 2.956 0.73 -0.32 -0.52
C -4.200 -3.308 -2.515 0.03 0.13 -0.43
C 0.484 -2.192 -0.193 0.76 -0.12 0.16
C 2.702 -1.176 -0.782 0.40 -0.14 0.65
C -1.863 -7.238 0.179 -0.72 -0.03 -0.51
C 3.469 2.108 0.171 1.01 -0.61 0.26
C 2.783 3.013 -0.617 -0.57 0.40 0.43
H 3.820 -3.052 -0.389 -0.32 0.23 0.42
H 2.112 -1.312 3.265 -0.01 0.34 0.38
H -2.808 4.440 -0.518 -0.06 -0.11 -0.11
H -0.862 8.776 1.661 0.00 -0.25 0.17
H 5.059 0.911 -0.050 -0.40 -0.11 0.36
H 7.994 -5.756 -2.471 -0.11 0.14 -0.08
H -2.831 2.566 1.987 -0.27 0.11 0.19
H 1.945 -1.488 -3.155 -0.07 0.01 -0.07
H 1.180 -1.100 1.444 -0.17 0.07 0.21
H -5.814 0.029 3.696 -0.05 -0.23 -0.19
H -5.080 -1.818 2.254 0.23 -0.15 -0.04
H 3.266 3.562 -1.414 0.15 -0.41 -0.21
H -5.610 2.236 4.190 0.06 0.14 0.14
H -2.172 10.587 0.916 0.13 0.15 -0.02
H -0.613 -1.715 6.696 0.03 -0.48 -0.20
H -0.781 3.736 0.653 -0.29 0.16 -0.14
H -0.813 -0.695 -2.929 0.37 0.09 -0.09
H -0.669 1.719 6.471 0.19 0.04 -0.08
H -1.454 -0.419 -1.369 0.25 -0.08 0.18
H 0.734 0.481 -0.493 -0.38 0.29 -0.16
H -0.848 2.052 -1.642 -0.15 0.13 -0.04
H 1.196 -2.993 0.019 -0.38 -0.27 0.11
H -3.133 1.158 -1.488 -0.04 -0.28 -0.13
H -5.779 5.051 -2.273 -0.54 -0.02 -0.35
H -0.832 0.222 7.356 -0.22 0.78 0.30
H 2.733 -0.981 0.286 0.06 0.08 -0.04
H -0.786 1.780 -3.356 0.09 -0.22 -0.08
H 5.541 -3.939 0.093 0.11 0.13 0.67
H -1.129 -7.681 -0.476 0.09 -0.10 0.11
H 0.468 -2.881 2.697 -0.09 -0.08 -0.06
H -4.361 -3.252 -1.448 -0.11 -0.07 0.01
H 0.938 4.073 -0.887 -0.07 -0.03 0.04
H -3.301 -2.508 0.817 0.05 -0.03 -0.04
H -3.182 8.949 -1.863 -0.12 -0.20 -0.06
H -5.546 3.178 1.220 -0.08 -0.01 0.09
H 6.998 -4.695 0.742 -0.05 0.15 0.14
H 1.136 1.386 2.451 -0.23 0.40 0.18
H -2.080 0.765 0.584 0.12 0.05 0.12
H 2.980 -3.470 -2.995 0.01 -0.42 0.20
H 3.119 -0.328 -1.319 -0.38 0.24 0.03
H 4.352 -2.228 -1.795 -0.10 0.44 0.03
H 2.148 -4.159 -1.624 -0.43 0.20 0.15
H 1.331 0.571 -2.115 0.32 -0.44 -0.05
H -7.262 4.627 -1.426 -0.07 0.27 -0.40
H 6.174 -1.556 -4.597 -0.28 -0.06 -0.07
H 3.422 0.841 1.951 0.27 0.05 -0.09
H -7.024 4.011 0.830 0.03 0.09 0.06
H -0.883 -1.777 2.941 0.14 0.16 -0.06
H 4.903 -2.928 4.361 0.07 -0.09 -0.02
H 4.939 -4.230 3.292 -0.33 -0.07 -0.36
H 8.377 -5.811 -0.807 -0.11 -0.01 0.10
H -0.017 -2.038 5.058 0.02 -0.32 0.19
H -3.346 6.420 -1.909 0.13 0.06 -0.13
H 0.279 -5.129 -6.574 0.25 0.04 -0.17
H 0.544 -2.522 -2.939 -0.23 -0.06 0.43
H -3.047 2.523 -2.490 0.00 -0.01 -0.40
H -1.077 -3.158 1.946 0.07 0.21 -0.71
H -0.385 -2.591 -0.714 -0.16 0.12 0.14
H -0.403 -0.587 0.957 -0.24 -0.13 0.04
H -0.869 6.217 1.515 0.32 0.21 -0.04
H 3.450 -1.343 4.417 -0.28 0.27 0.06
H -3.241 0.912 -3.239 0.24 0.01 -0.12

=====

No. 2
9
Properties=species:S:1:pos:R:3:forces:R:3 method="wB97M-V/def2-TZVPD" orbital_gap_ev=8.96 e_lumo_ev=-0.28 relative_energy_kcal_mol=115.92 largest_force_ev_per_a=2.278
O 1.733 -0.763 -0.996 0.60 1.54 1.02
O -1.246 0.979 1.488 -0.52 -0.39 -0.95
O 1.561 -0.595 1.107 0.49 -0.19 -0.13
N 2.166 -0.129 -0.093 -0.81 -1.87 -1.02
C -1.635 0.240 -0.836 0.63 -0.07 -0.22
C -1.476 0.624 0.399 0.87 0.41 0.94
H -2.562 0.246 -1.316 -1.47 0.08 -0.20
H 2.289 -0.585 1.750 -0.24 0.52 0.10
H -0.829 -0.016 -1.503 0.46 -0.03 0.44

=====

No. 3
8
Properties=species:S:1:pos:R:3:forces:R:3 method="wB97M-V/def2-TZVPD" orbital_gap_ev=3.79 e_lumo_ev=-1.86 largest_force_ev_per_a=2.832
Cs 0.088 -1.035 -3.782 -0.11 0.10 0.57
O -0.982 -0.448 0.156 -0.81 -0.21 0.56
O -1.270 -1.584 2.141 -2.25 -0.83 -0.30
C 0.215 1.152 2.860 0.01 -0.04 0.22
C 0.200 0.023 2.149 0.30 2.31 -0.04
C -0.848 -0.512 1.383 2.61 -0.80 -0.75
C 0.282 2.245 3.519 -0.01 -0.47 -0.25
H -1.703 -1.247 2.939 0.26 -0.06 -0.02

=====

No. 4
11
Properties=species:S:1:pos:R:3:forces:R:3 method="wB97M-V/def2-TZVPD" orbital_gap_ev=8.56 e_lumo_ev=-0.66 relative_energy_kcal_mol=76.01 largest_force_ev_per_a=0.971
S 2.630 -0.271 -0.003 -0.32 -0.66 0.02
O 0.057 -0.784 -0.004 0.21 0.13 -0.03
N -1.702 0.897 0.000 0.64 0.27 -0.05
N -2.171 -1.376 0.000 -0.10 -0.28 -0.04
N -0.825 1.808 -0.004 -0.38 -0.61 0.02
C 0.951 0.222 0.000 -0.16 0.35 -0.07
C 0.532 1.507 -0.009 0.54 0.25 0.17
C -1.308 -0.476 -0.006 0.05 0.75 0.08
H 1.220 2.373 0.027 -0.55 -0.79 -0.10
H -1.726 -2.290 -0.004 -0.06 -0.13 0.01
H 2.342 -1.610 0.004 0.13 0.72 0.00

=====

No. 5
50
Properties=species:S:1:pos:R:3:forces:R:3 method="wB97M-V/def2-TZVPD" orbital_gap_ev=8.27 e_lumo_ev=0.29 relative_energy_kcal_mol=90.25 largest_force_ev_per_a=4.090
S -3.969 2.774 2.811 -0.75 1.97 -1.39
O 0.671 -1.888 -0.832 -2.15 1.54 -2.41
O -1.255 -1.333 -2.023 1.46 1.03 2.10
O -4.827 2.647 3.964 0.11 -0.04 -0.01
O -4.305 3.792 1.781 1.05 -1.43 2.09
O -1.271 0.614 0.098 0.64 -0.54 -0.08
N -2.296 -0.662 1.710 2.29 -1.37 -3.10
C 0.110 -1.456 -1.862 1.23 -2.23 1.47
C 3.645 2.109 -2.928 -0.73 -1.31 -0.77
C -2.245 2.736 3.407 -0.05 1.66 0.82
C 3.994 0.865 -2.412 2.85 2.26 0.70
C -1.874 -1.528 -0.735 -0.40 -0.86 0.46
C -2.674 0.482 2.556 -0.29 -1.04 -0.13
C -1.344 -3.032 2.396 1.44 1.58 -2.67
C 3.544 -1.364 -1.792 -0.10 -0.97 0.81
C -1.567 1.518 2.858 -0.09 -0.15 -0.44
C 0.835 -1.194 -3.142 0.52 1.09 -0.48
C 4.817 -1.496 -1.240 -3.09 -1.38 -0.97
C -2.520 -2.019 2.139 -1.03 -2.86 -0.52
C 1.855 -0.035 -3.000 -1.62 0.59 -1.97
C -3.836 1.260 1.970 -0.28 -0.98 -1.80
C 2.487 2.182 -3.611 0.36 3.79 0.53
C -1.622 -0.506 0.411 -2.54 2.60 0.62
C 5.300 0.782 -1.859 -0.18 -3.37 1.00
C 3.123 -0.190 -2.390 -0.64 -0.45 -0.43
C 5.680 -0.470 -1.332 1.10 3.50 -0.18
C 1.576 1.176 -3.670 -1.14 -1.89 0.35
H 2.154 3.198 -3.895 0.29 -0.69 -0.46
H -1.507 -2.474 -0.426 -0.12 -1.08 0.57
H -4.828 0.758 1.905 0.79 0.26 0.30
H 5.977 1.592 -1.730 0.16 0.74 -0.38
H -2.276 2.597 4.506 -0.51 0.61 -0.58
H -3.087 -1.951 3.025 -0.44 0.08 1.39
H 6.613 -0.616 -0.831 0.70 0.30 -0.01
H 5.132 -2.369 -0.725 -0.05 -0.81 0.24
H -2.950 -1.589 -0.922 0.18 0.20 0.12
H -1.026 1.167 3.708 1.11 -0.60 0.07
H 0.695 1.542 -4.246 0.15 -1.54 0.70
H -1.476 -3.884 2.984 -1.40 -1.25 1.01
H 2.696 -2.028 -1.715 0.75 -0.95 0.39
H -3.098 -0.024 3.441 0.79 0.50 0.19
H 4.345 2.877 -2.883 0.88 1.41 0.12
H -1.705 3.681 3.161 -0.62 -0.65 0.20
H -3.259 -2.622 1.514 0.73 1.14 0.01
H -3.494 1.493 0.955 -0.40 0.30 0.00
H -0.922 1.814 2.006 -0.55 -0.85 0.48
H 1.277 -2.079 -3.636 0.01 0.08 0.88
H 0.091 -0.874 -3.851 -0.30 0.32 -0.31
H -0.812 -3.457 1.465 -1.04 0.98 1.01
H -0.574 -2.519 2.917 0.93 0.73 0.44

=====

No. 6
13
Properties=species:S:1:pos:R:3:forces:R:3 method="wB97M-V/def2-TZVPD" orbital_gap_ev=9.60 e_lumo_ev=0.80 relative_energy_kcal_mol=46.57 largest_force_ev_per_a=3.843
S 0.312 1.523 -1.798 1.26 -0.36 0.54
S -2.309 -0.970 0.507 -0.27 0.03 0.27
N 1.740 -0.492 0.567 3.16 0.91 0.29
C 0.437 0.069 0.654 0.91 -1.31 0.18
C -0.412 0.777 -0.286 -0.38 2.61 -2.80
C -0.659 -0.659 -0.017 -0.37 -1.13 -2.55
H -2.014 -1.947 1.342 -0.07 -0.54 0.43
H 0.270 0.410 1.619 -0.38 0.32 1.83
H -1.085 1.523 0.134 0.01 -0.49 0.28
H -0.301 -1.326 -0.879 -0.41 0.95 1.47
H 2.232 -0.611 -0.375 -1.31 0.62 1.84
H -0.603 1.700 -2.752 -0.76 -0.41 0.38
H 2.391 0.002 1.285 -1.39 -1.20 -2.16

=====

Repeat the second record exactly.
9
Properties=species:S:1:pos:R:3:forces:R:3 method="wB97M-V/def2-TZVPD" orbital_gap_ev=8.96 e_lumo_ev=-0.28 relative_energy_kcal_mol=115.92 largest_force_ev_per_a=2.278
O 1.733 -0.763 -0.996 0.60 1.54 1.02
O -1.246 0.979 1.488 -0.52 -0.39 -0.95
O 1.561 -0.595 1.107 0.49 -0.19 -0.13
N 2.166 -0.129 -0.093 -0.81 -1.87 -1.02
C -1.635 0.240 -0.836 0.63 -0.07 -0.22
C -1.476 0.624 0.399 0.87 0.41 0.94
H -2.562 0.246 -1.316 -1.47 0.08 -0.20
H 2.289 -0.585 1.750 -0.24 0.52 0.10
H -0.829 -0.016 -1.503 0.46 -0.03 0.44